C4H13N2O | wB97M-V/def2-TZVPD

Output
Multiplicity ... 2
Lowest unoccupied orbital energy (spin up / spin down) ... -8.322 / -12.050 eV
HOMO-LUMO gap (spin up / spin down) ... 11.3 / 8.0 eV
E_tot ... -9367.1633 eV
HOMO (spin up / spin down) ... -19.62 / -20.03 eV
Charge ... +2
Relative energy (zero: lowest compared OMol25 entry of this formula, charge and spin) ... 42.4 kcal/mol

Geometry (Å):
C  0.620  -0.196  -1.216
C  -0.872  0.302  -1.358
C  -1.610  0.104  -0.042
C  -2.619  -0.848  0.028
N  -1.368  1.016  0.990
N  1.329  0.470  -0.084
H  0.604  -1.257  -1.021
H  1.027  -0.008  -2.214
H  -0.785  1.398  -1.514
H  -1.478  -0.145  -2.178
H  -3.107  -0.935  0.996
H  -2.835  -1.508  -0.805
H  -1.568  0.582  1.900
H  -1.853  1.909  1.164
H  0.761  1.175  0.399
H  1.993  -0.123  0.612
H  2.073  1.039  -0.543
H  3.109  -1.738  1.404
H  3.713  -0.382  1.765
O  2.865  -0.854  1.719

Atomic partial charges in e from the Mulliken method, atoms 1 to 8: number 1, C, carries -0.546; number 2, C, carries -0.833; number 3, C, carries 0.839; number 4, C, carries -0.766; number 5, N, carries -0.430; number 6, N, carries -0.284; number 7, H, carries 0.361; number 8, H, carries 0.356

***

C4H13N2O | wB97M-V/def2-TZVPD

Output
Multiplicity ... 2
Lowest unoccupied orbital energy (spin up / spin down) ... -8.334 / -12.652 eV
HOMO-LUMO gap (spin up / spin down) ... 9.4 / 5.0 eV
E_tot ... -9365.8765 eV
HOMO (spin up / spin down) ... -17.69 / -17.69 eV
Charge ... +2
Relative energy (zero: lowest compared OMol25 entry of this formula, charge and spin) ... 72.1 kcal/mol

Geometry (Å):
C  0.030  -0.349  -1.714
C  0.806  0.978  -1.537
C  0.605  1.496  -0.093
C  1.604  1.679  0.723
N  -0.744  1.305  0.447
N  0.127  -1.404  -0.596
H  0.347  -0.875  -2.720
H  -0.954  0.041  -1.609
H  0.480  1.563  -2.342
H  1.871  0.871  -1.652
H  1.400  1.700  1.871
H  2.631  2.082  0.539
H  -0.861  1.571  1.408
H  -1.295  1.980  -0.019
H  -0.541  -2.158  -0.904
H  -0.319  -0.927  0.103
H  1.008  -1.803  -0.292
H  -2.446  -2.043  3.039
H  -1.844  -3.256  2.945
O  -1.907  -2.453  2.400

Atomic partial charges in e from the Mulliken method, atoms 1 to 8: number 1, C, carries -0.589; number 2, C, carries -0.794; number 3, C, carries 0.895; number 4, C, carries -0.785; number 5, N, carries -0.367; number 6, N, carries -0.210; number 7, H, carries 0.401; number 8, H, carries 0.405

***

C4H13N2O2 | wB97M-V/def2-TZVPD

Output
Lowest unoccupied orbital energy ... 3.670 eV
HOMO-LUMO gap ... 6.2 eV
E_tot ... -11433.1639 eV
HOMO ... -2.51 eV
Charge ... -1
Relative energy (zero: lowest compared OMol25 entry of this formula, charge and spin) ... 36.3 kcal/mol

Geometry (Å):
N  0.048  -2.615  -1.722
C  0.215  -1.155  -1.917
C  1.191  -0.436  -1.032
N  0.593  0.059  0.196
C  -0.058  1.358  0.123
C  -0.226  2.019  1.492
O  -0.057  3.358  1.396
H  -0.939  -2.808  -1.684
H  0.452  -2.920  -0.849
H  0.468  -1.036  -2.983
H  -0.754  -0.666  -1.857
H  1.569  0.383  -1.667
H  2.075  -1.010  -0.760
H  1.247  0.032  0.953
H  -1.030  1.268  -0.386
H  0.481  2.120  -0.443
H  -1.199  1.770  1.985
H  0.535  1.534  2.189
H  -1.629  -0.581  1.569
H  -1.204  0.013  2.870
O  -1.778  -0.685  2.528

Atomic partial charges in e from the Mulliken method, atoms 1 to 8: number 1, N, carries -0.650; number 2, C, carries -0.390; number 3, C, carries -0.768; number 4, N, carries -0.128; number 5, C, carries -0.589; number 6, C, carries -0.239; number 7, O, carries -0.902; number 8, H, carries 0.236